Arrangement A

Below is C4H11N3 in the gas phase, with properties calculated with ωB97M-V/def2-TZVPD.

ORCA input file:
```
! RIJCOSX wB97M-V def2-TZVPD def2/J DEFGRID3
* xyz 0 1
N 1.241 1.276 -0.454
N -1.849 -0.836 1.989
N -0.001 0.451 -2.307
C 0.180 -0.895 0.425
C 1.392 0.033 0.304
C -1.084 -0.102 0.939
C 0.647 1.451 -1.550
H -0.482 0.830 -3.110
H 0.661 2.397 -2.084
H 0.509 -0.395 -2.481
H 2.293 -0.446 -0.090
H -1.274 -1.636 2.202
H -1.785 -0.278 2.820
H 1.626 0.357 1.319
H -0.059 -1.481 -0.456
H 0.352 -1.643 1.204
H -1.706 0.074 0.064
H -0.660 0.843 1.265
*
```

Computed properties:
Gap between HOMO and LUMO   10.1 eV
SMILES   N/C=N\CCCN
E_LUMO   0.938 eV

***

Arrangement B

Below is C4H11N3 in the gas phase, with properties calculated with ωB97M-V/def2-TZVPD.

ORCA input file:
```
! RIJCOSX wB97M-V def2-TZVPD def2/J DEFGRID3
* xyz 0 1
N 2.589 0.016 0.180
N -0.342 -1.763 -1.138
N -0.550 0.917 0.771
C 0.395 -0.698 -0.707
C -0.296 0.659 -0.648
C -1.940 1.147 1.074
C 1.496 -0.859 0.113
H -2.067 1.321 2.147
H 1.844 -1.884 0.255
H 2.328 0.998 0.185
H -1.348 -1.661 -1.064
H -1.179 0.670 -1.308
H 0.395 1.430 -1.029
H 0.013 -2.683 -0.896
H 0.241 0.201 1.230
H -2.596 0.319 0.775
H -2.306 2.045 0.553
H 3.323 -0.175 -0.496
*
```

Computed properties:
Gap between HOMO and LUMO   8.3 eV
SMILES   CNC/C(N)=C\N
E_LUMO   0.974 eV

***

Which of them is the least stable? Correct choice: arrangement B.

***

Arrangement A

Below is 2 unconnected molecules or ions with the total composition C4H11N3, with properties calculated with ωB97M-V/def2-TZVPD.

ORCA input file:
```
! RIJCOSX wB97M-V def2-TZVPD def2/J DEFGRID3
* xyz 0 1
N 1.952 -0.971 1.572
N -1.168 1.765 -0.311
N 1.016 0.684 0.037
C 1.342 -0.699 0.492
C -0.622 -0.032 -1.832
C -0.533 0.679 -0.512
C -1.044 -0.848 0.909
H -0.974 2.232 0.572
H -1.045 -0.281 1.843
H 1.365 -1.381 -0.346
H -0.210 -1.038 -1.795
H -0.093 0.542 -2.601
H -2.051 -0.821 0.493
H 0.921 1.291 0.851
H 1.694 1.094 -0.620
H 1.906 -0.231 2.271
H -0.786 -1.893 1.082
H -1.672 -0.094 -2.106
*
```

Computed properties:
Gap between HOMO and LUMO   7.8 eV
E_LUMO   0.480 eV

***

Arrangement B

Below is C4H11N3 in the gas phase, with properties calculated with ωB97M-V/def2-TZVPD.

ORCA input file:
```
! RIJCOSX wB97M-V def2-TZVPD def2/J DEFGRID3
* xyz 0 1
N 1.014 1.079 1.422
N 1.965 -0.369 -0.238
N -0.319 -1.324 -0.931
C -1.129 0.831 0.107
C 1.941 0.649 0.651
C -0.346 0.519 1.413
C -1.433 -0.326 -0.892
H -2.319 -0.798 -0.459
H -1.482 0.066 -1.902
H -2.125 1.303 0.203
H -0.584 1.624 -0.430
H -0.164 -1.592 -1.891
H -0.526 -2.122 -0.351
H 2.854 1.212 0.824
H 2.801 -0.608 -0.732
H 1.078 -0.827 -0.417
H -0.459 -0.564 1.531
H -0.768 1.248 2.092
*
```

Computed properties:
Gap between HOMO and LUMO   9.1 eV
SMILES   N/C=N\CCCN
E_LUMO   0.807 eV

***

Arrangement C

Below is C4H11N3 in the gas phase, with properties calculated with ωB97M-V/def2-TZVPD.

ORCA input file:
```
! RIJCOSX wB97M-V def2-TZVPD def2/J DEFGRID3
* xyz 0 1
N 0.870 0.238 -0.263
N 2.163 -0.048 -0.752
N 0.588 -2.101 -0.139
C -2.144 0.406 -0.394
C -1.260 -0.596 0.291
C 0.041 -0.839 -0.080
C 0.498 1.462 0.801
H 2.302 0.445 -1.631
H 0.988 1.216 1.747
H -2.932 -0.091 -0.967
H -1.576 1.034 -1.078
H 1.562 -2.204 0.102
H -0.019 -2.873 0.071
H -2.631 1.070 0.329
H -0.536 1.743 0.960
H 2.872 0.255 -0.086
H 1.007 2.298 0.323
H -1.792 -1.414 0.767
*
```

Computed properties:
Gap between HOMO and LUMO   7.6 eV
SMILES   C/C=C(/N)N(C)N
E_LUMO   0.950 eV

***

Arrangement D

Below is C4H11N3 in the gas phase, with properties calculated with ωB97M-V/def2-TZVPD.

ORCA input file:
```
! RIJCOSX wB97M-V def2-TZVPD def2/J DEFGRID3
* xyz 0 1
N 1.020 -0.145 -0.275
N 0.220 0.236 -2.427
N 2.212 -0.971 -2.049
C -1.835 -0.326 1.893
C 1.252 -0.219 -1.612
C -0.354 0.009 1.742
C -0.011 0.672 0.411
H 0.022 0.555 2.611
H 0.156 -0.241 -3.309
H 2.587 -0.531 -2.887
H -2.017 -0.971 2.749
H 1.849 -0.362 0.258
H 0.413 1.673 0.493
H -0.182 1.132 -2.212
H -2.422 0.580 2.086
H 0.195 -0.931 1.832
H -0.844 0.586 -0.286
H -2.260 -0.746 0.981
*
```

Computed properties:
Gap between HOMO and LUMO   9.1 eV
SMILES   [H]/N=C(\N)NCCC
E_LUMO   0.870 eV

***

Which of them is the least stable? Correct choice: arrangement A.

***

Arrangement A

Below is C20H25N3O3 in the gas phase, with properties calculated with ωB97M-V/def2-TZVPD.

ORCA input file:
```
! RIJCOSX wB97M-V def2-TZVPD def2/J DEFGRID3
* xyz 0 1
O -5.950 -2.675 -0.184
O 3.924 -0.438 -1.851
O -0.589 2.947 -1.175
N -1.775 2.007 0.500
N 2.680 0.455 0.520
N 0.528 2.281 0.687
C -3.958 -1.478 -0.437
C -5.947 -0.250 0.109
C 5.519 -1.709 -0.534
C -7.333 -2.723 0.066
C -5.205 0.920 0.110
C 1.786 2.649 0.063
C 1.423 0.049 1.104
C 5.278 -1.779 1.846
C 4.201 -0.919 1.747
C 4.422 -0.868 -0.647
C 0.728 1.277 1.708
C -3.848 0.912 -0.165
C 3.749 -0.442 0.518
C 2.487 1.425 -0.535
C -3.235 -0.306 -0.441
C -0.610 2.428 -0.074
C 5.946 -2.167 0.703
C -5.327 -1.463 -0.162
C -3.044 2.185 -0.169
C 4.596 -0.797 -3.030
H -7.003 -0.200 0.325
H -5.702 1.855 0.325
H 2.423 3.103 0.829
H 3.455 1.723 -0.933
H -0.212 0.975 2.169
H -7.575 -2.362 1.071
H -1.812 1.771 1.476
H 5.600 -2.129 2.815
H -7.611 -3.773 -0.014
H -3.489 -2.426 -0.649
H 1.373 1.710 2.480
H 6.797 -2.829 0.760
H 1.872 1.027 -1.355
H -7.896 -2.144 -0.674
H 6.043 -2.039 -1.417
H 1.571 3.376 -0.720
H 5.628 -0.430 -3.037
H 0.760 -0.385 0.335
H 4.041 -0.320 -3.837
H 1.596 -0.704 1.874
H 4.595 -1.881 -3.185
H -3.619 2.995 0.297
H -2.801 2.484 -1.195
H 3.696 -0.590 2.644
H -2.178 -0.326 -0.663
*
```

Computed properties:
Gap between HOMO and LUMO   8.4 eV
SMILES   COc1ccc(CNC(=O)N2CCN(c3ccccc3OC)CC2)cc1
E_LUMO   0.770 eV

***

Arrangement B

Below is C20H25N3O3 in the gas phase, with properties calculated with ωB97M-V/def2-TZVPD.

ORCA input file:
```
! RIJCOSX wB97M-V def2-TZVPD def2/J DEFGRID3
* xyz 0 1
O 3.835 1.053 0.263
O -0.465 2.082 -1.470
O 2.258 5.349 0.218
N 0.859 3.654 -0.529
N -2.801 -1.127 -0.069
N 2.979 3.148 0.364
C -0.352 -0.822 -0.167
C 1.462 1.096 -0.354
C 0.907 -0.087 0.394
C -2.863 -2.527 0.208
C -0.112 4.649 -0.955
C -3.842 -3.270 -0.735
C 3.702 -2.247 2.030
C 1.969 -1.241 0.659
C 3.385 -3.030 -0.213
C 2.046 4.135 0.039
C 2.615 -1.385 1.892
C 0.513 2.274 -0.756
C -5.123 -1.079 -0.967
C 4.127 -3.053 0.964
C -5.206 -2.611 -0.790
C 4.257 3.601 0.874
C 2.278 -2.157 -0.345
C -4.089 -0.422 -0.055
C 2.800 1.733 0.185
C -1.652 -0.398 -0.034
H -0.242 -1.853 -0.563
H -3.231 -2.682 1.237
H -6.112 -0.630 -0.779
H 0.575 0.317 1.380
H 5.056 3.409 0.155
H -1.873 -2.977 0.140
H -3.402 -3.298 -1.742
H -3.942 -4.306 -0.389
H 4.166 4.668 1.051
H -4.863 -0.859 -2.014
H -1.054 4.438 -0.458
H 0.271 5.614 -0.643
H 1.682 -2.197 -1.272
H -5.776 -2.834 0.122
H -0.240 4.623 -2.037
H 4.456 3.077 1.806
H 2.276 -0.784 2.738
H 3.680 -3.658 -1.069
H 1.778 0.675 -1.342
H -4.486 -0.412 0.971
H 5.022 -3.674 1.048
H -5.780 -3.025 -1.624
H -3.936 0.619 -0.360
H -1.773 0.697 0.026
H 4.262 -2.269 2.964
*
```

Computed properties:
Gap between HOMO and LUMO   7.7 eV
SMILES   CN1C(=O)C([C@@H](/C=C/N2CCCCC2)c2ccccc2)C(=O)N(C)C1=O
E_LUMO   0.300 eV

***

Which of them is the least stable? Correct choice: arrangement B.

***

Arrangement A

Below is C4H7N3O in the gas phase, with properties calculated with ωB97M-V/def2-TZVPD.

ORCA input file:
```
! RIJCOSX wB97M-V def2-TZVPD def2/J DEFGRID3
* xyz 0 1
O -0.463 -1.478 -0.447
N 0.843 -1.146 0.030
N 2.719 0.240 0.175
N -0.633 1.788 -0.171
C 1.386 0.072 -0.083
C -0.788 0.636 0.679
C -1.395 -0.717 0.255
C 0.134 0.707 -0.576
H 1.458 -2.116 0.108
H -1.519 1.563 -0.866
H -1.992 -1.126 1.201
H -2.128 0.046 -0.476
H -0.179 0.404 1.653
H 2.911 1.217 -0.007
H -0.353 -0.091 -1.474
*
```

Computed properties:
Gap between HOMO and LUMO   9.5 eV
SMILES   [H]/N=C1/NOC[C@@H]2N[C@@H]12
E_LUMO   0.584 eV

***

Arrangement B

Below is C4H7N3O in the gas phase, with properties calculated with ωB97M-V/def2-TZVPD.

ORCA input file:
```
! RIJCOSX wB97M-V def2-TZVPD def2/J DEFGRID3
* xyz 0 1
O -0.366 -2.184 0.042
N 0.328 2.191 0.606
N -1.809 -0.251 1.569
N -1.065 0.017 0.438
C -0.303 -0.859 -0.162
C 1.713 -0.329 -1.585
C 0.594 -0.064 -0.923
C -0.213 1.398 -0.243
H 2.161 0.420 -2.227
H 0.336 -2.608 -0.469
H 2.225 -1.286 -1.523
H -0.785 1.832 -1.064
H -2.342 0.576 1.808
H 0.749 1.690 1.387
H -1.224 -0.543 2.348
*
```

Computed properties:
Gap between HOMO and LUMO (alpha / beta)   7.9 / 7.9 eV
E_LUMO (alpha / beta)   0.190 / 0.190 eV

***

Which of them is the least stable? Correct choice: arrangement A.